The following is a quantum chemistry calculation of 4 unconnected molecules or ions with the total composition C27H59N3O4 at a distorted geometry, from the Open Molecules 2025 dataset.

Structure (XYZ):
```
93
Properties=species:S:1:pos:R:3
C 4.315 1.835 1.203
C 2.839 2.256 1.027
C 2.038 1.440 2.041
C 2.682 3.732 1.420
C 3.112 4.689 0.325
C 2.436 4.377 -1.007
C 2.494 2.917 -1.443
C 1.349 2.636 -2.389
C 3.825 2.625 -2.137
N 2.273 2.022 -0.283
O 2.400 0.671 -0.682
H 5.006 2.464 0.645
H 4.631 1.743 2.240
H 4.378 0.816 0.800
H 2.170 0.366 1.862
H 2.387 1.587 3.068
H 0.964 1.649 2.031
H 1.654 3.892 1.775
H 3.263 3.880 2.336
H 2.821 5.702 0.611
H 4.197 4.631 0.218
H 2.973 4.956 -1.763
H 1.401 4.727 -1.012
H 0.380 2.596 -1.899
H 1.488 1.654 -2.849
H 1.252 3.360 -3.204
H 4.646 2.969 -1.500
H 3.913 3.148 -3.092
H 3.999 1.565 -2.312
H 1.495 0.339 -0.581
C 0.654 -5.244 1.128
C 1.071 -4.676 -0.213
C 2.103 -3.554 -0.067
C 1.654 -5.860 -0.996
C 1.773 -5.692 -2.505
C 0.442 -5.204 -3.066
C -0.110 -3.978 -2.341
C 0.704 -2.740 -2.734
C -1.547 -3.792 -2.822
N -0.166 -4.296 -0.916
O -0.846 -3.266 -0.198
H 0.051 -6.145 1.080
H 1.511 -5.392 1.793
H 0.072 -4.494 1.678
H 2.884 -3.595 -0.831
H 1.666 -2.560 -0.176
H 2.617 -3.593 0.895
H 2.637 -6.065 -0.554
H 1.061 -6.758 -0.807
H 2.548 -4.968 -2.785
H 2.056 -6.648 -2.947
H -0.293 -6.000 -2.908
H 0.504 -4.962 -4.127
H 1.773 -2.826 -2.542
H 0.386 -1.799 -2.273
H 0.605 -2.574 -3.812
H -2.178 -4.541 -2.348
H -1.627 -3.772 -3.910
H -1.923 -2.805 -2.528
H -0.441 -2.423 -0.472
C -3.327 -1.039 0.987
C -3.650 0.358 1.490
C -5.170 0.572 1.320
C -3.288 0.399 2.977
C -3.388 1.795 3.578
C -2.529 2.762 2.765
C -2.795 2.770 1.263
C -4.088 3.575 1.013
C -1.622 3.475 0.601
N -2.846 1.378 0.820
O -2.941 1.260 -0.595
H -2.284 -1.291 1.208
H -3.918 -1.823 1.451
H -3.358 -1.089 -0.103
H -5.420 0.532 0.254
H -5.749 -0.199 1.827
H -5.503 1.541 1.682
H -3.979 -0.281 3.484
H -2.267 0.037 3.143
H -4.439 2.104 3.505
H -3.100 1.881 4.624
H -1.475 2.564 2.994
H -2.693 3.766 3.173
H -3.914 4.649 0.941
H -4.790 3.446 1.834
H -4.568 3.242 0.089
H -0.683 2.950 0.775
H -1.579 4.506 0.953
H -1.756 3.517 -0.483
H -3.774 1.679 -0.870
O -0.363 -0.331 -0.156
H -1.188 0.162 -0.308
H 0.025 0.107 0.615
```

Relative energy (zero: lowest compared OMol25 entry of this formula, charge and spin) ... 45.6 kJ/mol
Total charge ... 0
LUMO energy ... 0.5 eV
Highest occupied orbital energy ... -8.235 eV
Structure (SMILES) ... CC1(C)CCCC(C)(C)N1O.CC1(C)CCCC(C)(C)N1O.CC1(C)CCCC(C)(C)N1O.O
Spin multiplicity ... 1

---

The following is a quantum chemistry calculation of 5 unconnected molecules or ions with the total composition C27H60N5O6 at a distorted geometry, from the Open Molecules 2025 dataset.

Structure (XYZ):
```
98
Properties=species:S:1:pos:R:3
C 3.956 4.071 3.706
C 3.312 3.011 2.635
O 3.423 3.336 1.320
O 2.583 1.772 2.950
C 3.285 0.963 3.972
C 4.716 0.315 3.434
C 5.798 0.023 4.650
C 7.035 1.105 4.449
C 8.022 1.210 5.786
C 9.159 2.434 5.715
C 10.140 2.624 7.016
C 9.935 1.622 8.298
C 8.796 0.434 8.232
N 7.905 0.294 7.003
H 3.489 4.045 4.779
H 3.735 5.165 3.282
H 5.144 4.007 3.758
H 2.579 0.021 4.170
H 3.378 1.511 5.005
H 4.529 -0.738 2.916
H 5.263 1.008 2.665
H 6.234 -1.085 4.615
H 5.256 0.165 5.699
H 7.625 0.978 3.446
H 6.507 2.173 4.380
H 9.251 3.162 4.775
H 10.970 3.449 7.043
H 10.584 1.727 9.274
H 8.636 -0.335 9.125
H 7.185 -0.472 7.026
C 3.052 0.927 -1.168
C 3.772 1.462 -2.403
C 2.896 2.391 -3.275
O 1.929 1.708 -4.077
C 0.743 1.347 -3.386
N 4.294 0.328 -3.179
H 2.347 0.125 -1.403
H 3.775 0.512 -0.456
H 2.505 1.725 -0.655
H 4.624 2.054 -2.047
H 3.555 2.906 -3.984
H 2.418 3.174 -2.674
H 0.465 2.085 -2.627
H 0.860 0.360 -2.935
H -0.070 1.279 -4.116
H 4.859 0.691 -3.948
H 3.497 -0.110 -3.653
C -3.733 0.439 -4.694
C -4.452 -0.908 -4.722
C -3.582 -2.083 -4.220
O -2.602 -2.534 -5.159
C -1.416 -1.755 -5.189
N -4.957 -1.151 -6.081
H -3.017 0.553 -5.512
H -4.456 1.258 -4.790
H -3.199 0.580 -3.749
H -5.313 -0.826 -4.047
H -4.243 -2.942 -4.049
H -3.117 -1.856 -3.253
H -1.152 -1.366 -4.201
H -1.524 -0.939 -5.906
H -0.599 -2.393 -5.539
H -5.522 -2.002 -6.072
H -4.151 -1.404 -6.664
C -6.423 2.744 -2.011
C -7.005 1.349 -1.796
C -7.692 1.171 -0.422
O -6.787 1.014 0.674
C -6.252 2.230 1.173
N -5.944 0.353 -2.001
H -5.488 2.901 -1.466
H -6.200 2.903 -3.072
H -7.134 3.518 -1.703
H -7.770 1.198 -2.567
H -8.277 0.244 -0.456
H -8.407 1.979 -0.222
H -6.971 3.053 1.115
H -5.336 2.483 0.635
H -5.984 2.079 2.223
H -6.358 -0.579 -1.956
H -5.333 0.385 -1.178
C -4.488 -6.099 0.049
C -3.699 -5.650 -1.178
C -2.600 -4.610 -0.860
O -3.089 -3.286 -0.631
C -3.589 -3.062 0.678
N -4.638 -5.149 -2.192
H -5.217 -5.355 0.379
H -5.049 -7.014 -0.175
H -3.819 -6.319 0.887
H -3.201 -6.539 -1.584
H -1.944 -4.534 -1.736
H -1.964 -4.937 -0.028
H -3.032 -3.624 1.435
H -4.650 -3.311 0.720
H -3.493 -1.995 0.901
H -4.118 -4.943 -3.046
H -4.960 -4.227 -1.879
```

Total charge ... +1
LUMO energy ... -5.2 eV
Highest occupied orbital energy ... -9.746 eV
Spin multiplicity ... 1

---

The following is a quantum chemistry calculation of 3 unconnected molecules or ions with the total composition C27H61B2N3O3PS3 at a distorted geometry, from the Open Molecules 2025 dataset.

Structure (XYZ):
```
100
Properties=species:S:1:pos:R:3
C -2.954 2.000 4.738
C -2.277 3.277 4.100
C -2.600 3.338 2.565
C -1.307 3.508 1.677
C -1.740 3.661 0.157
C -1.701 2.277 -0.574
C -1.460 2.369 -2.121
C -1.949 1.069 -2.874
N -0.921 0.042 -3.116
C 0.021 0.411 -4.174
C -0.673 0.437 -5.602
C -0.140 1.623 -6.474
C 1.364 1.406 -6.853
C 1.821 2.570 -7.814
C 3.348 2.946 -7.633
C 3.519 4.421 -8.162
C 4.996 4.730 -8.652
C -0.286 -0.403 -1.923
S 1.323 -0.289 -1.542
S -1.428 -1.167 -0.700
C -0.416 -1.615 0.796
C -0.021 -0.383 1.663
C 0.955 -0.756 2.840
B 2.536 -0.939 2.378
P 3.636 -0.023 3.661
S 5.557 -0.215 3.283
B 2.886 -2.584 2.562
C 3.281 -3.481 1.271
O 2.822 -3.118 3.897
H -2.179 1.211 4.835
H -3.377 2.174 5.751
H -3.779 1.633 4.096
H -1.183 3.237 4.319
H -2.691 4.164 4.640
H -3.078 2.387 2.241
H -3.231 4.234 2.382
H -0.634 2.628 1.793
H -0.771 4.413 2.041
H -1.098 4.440 -0.305
H -2.801 4.014 0.192
H -0.839 1.702 -0.163
H -2.663 1.742 -0.412
H -0.420 2.666 -2.384
H -2.112 3.203 -2.498
H -2.773 0.620 -2.269
H -2.426 1.408 -3.820
H 0.833 -0.344 -4.262
H 0.508 1.407 -3.998
H -1.782 0.388 -5.526
H -0.373 -0.503 -6.133
H -0.290 2.562 -5.896
H -0.721 1.621 -7.429
H 1.545 0.400 -7.289
H 1.966 1.517 -5.921
H 1.636 2.321 -8.881
H 1.242 3.471 -7.504
H 3.599 2.943 -6.544
H 4.016 2.227 -8.151
H 2.843 4.509 -9.048
H 3.224 5.133 -7.364
H 5.649 3.845 -8.492
H 5.362 5.598 -8.059
H 4.955 5.006 -9.726
H 0.453 -2.247 0.502
H -1.108 -2.260 1.395
H -0.978 0.046 2.069
H 0.457 0.442 1.086
H 0.848 0.053 3.608
H 0.567 -1.713 3.289
H 2.715 -0.563 1.252
H 3.407 -0.584 4.968
H 3.326 1.375 3.737
H 2.476 -4.238 1.061
H 4.279 -3.966 1.408
H 3.318 -2.829 0.366
H 2.413 -3.988 3.910
C -2.421 -1.330 5.455
O -3.514 -0.798 5.464
N -1.800 -1.862 6.533
C -0.488 -2.470 6.435
C -2.469 -1.821 7.818
H -1.829 -1.421 4.531
H -0.552 -3.516 6.742
H 0.204 -1.939 7.093
H -0.116 -2.423 5.413
H -3.422 -2.351 7.748
H -2.670 -0.783 8.090
H -1.848 -2.286 8.581
C -0.765 -5.123 3.131
O -1.332 -4.561 4.045
N -1.383 -5.738 2.095
C -0.641 -6.389 1.035
C -2.834 -5.743 2.050
H 0.334 -5.174 3.071
H -0.889 -5.920 0.080
H -0.912 -7.447 1.000
H 0.432 -6.302 1.205
H -3.200 -4.715 2.030
H -3.223 -6.232 2.945
H -3.181 -6.272 1.164
```

Total charge ... -1
LUMO energy ... 2.2 eV
Highest occupied orbital energy ... -3.968 eV
Spin multiplicity ... 1

---

The following is a quantum chemistry calculation of a molecular structure, C27H61BCl4F8Li2N2O16 at a distorted geometry, from the Open Molecules 2025 dataset.

Structure (XYZ):
```
121
Properties=species:S:1:pos:R:3
Li 1.706 0.744 -0.465
Li -0.142 1.155 1.602
C 0.653 6.744 -5.615
O 0.692 6.379 -4.224
C 1.469 5.215 -3.836
C 1.071 4.844 -2.411
N -0.458 4.681 -2.375
H -0.853 5.565 -2.661
H -0.691 3.993 -3.077
C -1.082 4.339 -0.968
C -2.593 4.744 -1.084
O -2.734 6.176 -1.393
C -4.003 6.711 -1.057
H -0.246 7.351 -5.727
H 0.551 5.862 -6.247
H 1.549 7.351 -5.740
H 2.548 5.315 -3.956
H 1.053 4.424 -4.459
H 1.397 5.546 -1.643
H 1.515 3.867 -2.221
H -0.542 4.805 -0.143
H -0.945 3.275 -0.774
H -3.043 4.548 -0.111
H -3.075 4.115 -1.833
H -4.022 7.738 -1.423
H -4.261 6.682 0.002
H -4.697 6.045 -1.568
C -0.234 -6.081 -2.373
O -1.080 -5.096 -1.842
C -0.751 -4.645 -0.571
C -1.738 -3.500 -0.367
N -1.481 -2.395 -1.460
H -0.700 -1.770 -1.323
H -1.360 -2.882 -2.336
C -2.664 -1.590 -2.022
C -3.709 -2.419 -2.884
O -2.862 -3.102 -3.784
C -3.538 -3.992 -4.656
H -0.250 -7.040 -1.855
H 0.803 -5.776 -2.239
H -0.572 -6.476 -3.332
H 0.249 -4.213 -0.568
H -0.991 -5.393 0.185
H -1.596 -3.105 0.639
H -2.790 -3.736 -0.529
H -2.135 -0.719 -2.410
H -3.220 -1.272 -1.140
H -4.459 -1.762 -3.324
H -4.243 -3.124 -2.247
H -3.111 -4.971 -4.437
H -3.619 -3.718 -5.708
H -4.612 -4.072 -4.484
C 2.270 2.978 1.483
O 1.341 2.471 0.594
H 1.861 3.838 2.013
H 2.654 2.296 2.241
H 3.119 3.403 0.948
B 0.662 -0.886 0.774
H 0.167 -1.837 0.653
H 0.630 -0.519 1.789
H 1.637 -0.988 0.324
H 0.087 -0.143 0.244
Cl -3.058 1.373 1.122
O -2.131 2.305 1.653
O -2.648 0.052 1.467
O -4.409 1.554 1.648
O -3.122 1.525 -0.322
Cl 0.556 0.932 -4.005
O 0.704 0.884 -2.591
O -0.332 2.044 -4.385
O 1.867 1.261 -4.514
O 0.094 -0.315 -4.507
C 2.326 -4.927 3.658
C 0.936 -5.552 3.498
C -0.130 -4.703 4.323
F -1.360 -5.119 4.155
F 0.126 -4.686 5.639
F 0.470 -5.498 2.261
F 0.937 -6.840 3.743
O 2.309 -3.509 3.553
C 3.564 -3.019 3.100
C 3.461 -1.464 2.843
F 2.735 -0.905 3.846
F 4.575 -0.872 2.678
F 4.552 -3.314 3.931
F 3.924 -3.479 1.848
H 3.119 -5.352 3.042
H 2.635 -5.064 4.694
H -0.118 -3.662 3.999
H 2.727 -1.367 2.043
C -0.399 -0.110 5.751
C -0.045 1.402 5.827
C 0.192 1.895 4.489
O -0.233 0.801 3.650
C -1.034 -0.115 4.394
H -1.007 -0.468 6.582
H 0.496 -0.728 5.685
H 0.679 1.629 6.610
H -0.906 1.908 6.262
H 1.258 2.121 4.463
H -0.279 2.845 4.236
H -1.191 -1.121 4.004
H -2.073 0.213 4.400
C 5.726 0.524 -1.218
C 5.350 -0.765 -1.889
C 3.942 -0.543 -2.261
O 3.399 0.234 -1.218
C 4.406 1.199 -0.831
H 6.286 1.229 -1.833
H 6.303 0.215 -0.347
H 5.358 -1.541 -1.124
H 5.986 -1.056 -2.726
H 3.432 -1.506 -2.226
H 3.789 -0.112 -3.250
H 4.322 1.305 0.251
H 4.330 2.104 -1.434
C -5.415 -1.831 2.557
Cl -3.957 -2.485 3.325
Cl -6.682 -3.072 2.329
H -5.741 -0.891 3.004
H -5.185 -1.543 1.532
```

Total charge ... 0
LUMO energy ... 0.4 eV
Highest occupied orbital energy ... -7.921 eV
Spin multiplicity ... 1